1.
93
Properties=species:S:1:pos:R:3:forces:R:3 method="wB97M-V/def2-TZVPD" spin_multiplicity=6 relative_energy_kcal_mol=1.8 e_tot_ev=-141342.5349 s2=8.80 mol_weight_g_mol=852.81 total_charge=+4 e_homo_ev="-17.934 / -20.604"
C 0.540 2.006 -5.738 1.5 0.8 0.5
C 1.385 1.313 -4.854 0.0 0.7 -0.6
C 2.659 1.851 -4.557 -0.8 0.8 -0.8
C 3.019 3.101 -5.096 1.1 0.7 0.1
N 2.188 3.759 -5.901 -1.3 -3.7 1.6
C 0.999 3.255 -6.209 -0.7 1.2 -1.2
C 1.003 0.090 -4.223 0.7 -1.8 0.8
C 1.040 -0.969 -3.600 0.0 1.0 0.8
C 1.202 -1.811 -2.423 0.5 0.9 -1.7
C 0.149 -1.915 -1.496 0.0 -0.2 1.8
C 0.398 -2.515 -0.213 0.3 -1.0 -0.4
C 1.783 -2.827 0.122 -1.5 -2.8 0.4
C 2.674 -3.013 -0.919 1.5 0.3 -1.1
C 2.406 -2.490 -2.195 0.4 0.0 1.0
Ir 0.101 -0.682 0.638 -0.3 1.6 0.9
P -0.398 1.481 0.044 -0.4 1.2 -1.1
H 3.368 1.323 -3.945 0.2 0.0 0.1
H -0.422 1.641 -6.052 -0.2 0.1 -0.1
H 3.982 3.565 -4.875 -0.1 -0.2 -0.1
H 0.373 3.871 -6.860 0.0 -0.2 0.0
H 3.148 -2.531 -2.972 0.2 -0.2 -0.1
H -0.842 -1.883 -1.895 0.1 0.0 0.1
H 3.608 -3.569 -0.753 -0.3 0.5 0.0
H -0.356 -3.107 0.305 0.2 -0.4 -0.5
C -1.305 2.424 1.328 -0.2 -0.5 0.2
C -1.193 3.941 1.259 0.1 0.5 0.1
H -0.997 2.032 2.309 -0.2 0.2 -0.2
H -2.353 2.117 1.210 0.2 0.0 -0.1
H -1.773 4.370 2.083 0.2 -0.1 0.0
H -0.155 4.287 1.352 -0.3 0.0 0.0
H -1.631 4.364 0.347 0.3 -0.2 0.2
C 1.183 2.286 -0.375 0.1 0.2 0.2
C 1.115 3.469 -1.336 0.4 0.4 -0.1
H 1.829 1.488 -0.775 -0.1 0.2 0.0
H 1.634 2.602 0.575 -0.1 -0.1 -0.3
H 2.100 3.949 -1.365 -0.1 -0.1 -0.1
H 0.866 3.133 -2.350 -0.1 0.2 0.2
H 0.411 4.248 -1.015 0.2 -0.4 -0.1
C -1.469 1.577 -1.430 -0.1 -0.3 -0.1
C -2.051 2.929 -1.816 -0.2 0.3 -0.3
H -2.304 0.885 -1.231 0.3 0.3 0.0
H -0.883 1.164 -2.267 -0.1 -0.1 0.2
H -2.666 2.791 -2.712 0.0 0.0 0.2
H -2.700 3.329 -1.030 0.1 0.0 -0.3
H -1.283 3.660 -2.080 -0.3 -0.1 0.2
Br 1.947 -3.833 1.734 0.0 0.6 -1.5
P 1.651 0.032 2.376 1.3 -0.3 0.6
C 1.829 1.749 3.012 -0.4 0.6 -0.7
C 2.305 1.946 4.455 0.2 -0.2 0.3
H 0.841 2.215 2.884 0.4 0.1 0.1
H 2.524 2.269 2.338 -0.2 -0.1 0.1
H 2.367 3.024 4.651 0.0 -0.2 -0.1
H 1.612 1.530 5.191 0.2 0.1 -0.1
H 3.304 1.530 4.634 -0.3 0.0 -0.1
C 1.132 -0.914 3.862 -0.4 -0.1 -0.1
C 2.174 -1.875 4.409 0.2 -0.4 0.2
H 0.220 -1.450 3.550 0.2 0.0 0.3
H 0.819 -0.188 4.627 0.1 -0.2 -0.3
H 1.699 -2.540 5.143 0.2 0.2 -0.1
H 2.550 -2.518 3.603 0.2 0.3 0.5
H 3.027 -1.372 4.883 -0.3 -0.1 -0.1
C 3.331 -0.410 1.701 -0.3 -0.4 0.0
C 4.580 0.084 2.449 0.2 0.0 0.1
H 3.326 -0.031 0.661 0.0 0.0 0.4
H 3.337 -1.510 1.605 0.1 0.5 0.2
H 5.454 -0.342 1.934 -0.2 0.2 0.1
H 4.684 1.182 2.432 -0.1 -0.5 0.1
H 4.627 -0.277 3.491 -0.1 0.2 -0.4
C -2.960 -2.619 -2.704 -0.2 0.0 0.1
C -2.878 -1.539 -1.636 0.3 -0.3 0.0
O -2.671 -2.205 -0.312 1.2 1.4 0.0
P -2.045 -1.440 0.983 -3.7 -0.6 0.4
O -2.181 -2.541 2.107 0.6 0.6 -0.7
C -2.831 -3.878 1.989 -0.2 -0.6 0.1
C -4.325 -3.800 1.822 -0.4 0.2 -0.2
O -3.124 -0.281 1.296 1.5 -0.9 0.0
C -3.710 -0.034 2.647 -0.3 -0.1 0.2
C -5.215 -0.094 2.504 0.1 0.3 0.0
H -2.011 -3.171 -2.858 -0.4 0.2 0.3
H -3.173 -2.120 -3.657 -0.2 -0.2 0.2
H -3.752 -3.336 -2.457 0.2 0.2 -0.3
H -2.031 -0.882 -1.900 -0.6 -0.1 0.6
H -3.749 -0.889 -1.562 -0.2 -0.4 0.0
H -2.365 -4.409 1.150 0.0 0.2 0.2
H -2.567 -4.386 2.922 0.1 0.3 -0.2
H -4.611 -3.425 0.829 0.1 -0.1 0.4
H -4.748 -4.807 1.918 0.2 0.1 0.0
H -4.800 -3.188 2.598 0.2 -0.1 -0.1
H -3.338 -0.775 3.377 -0.1 0.2 -0.6
H -3.355 0.956 2.951 -0.1 -0.2 -0.1
H -5.533 -1.063 2.102 0.0 0.2 0.1
H -5.650 0.043 3.502 0.0 0.0 -0.3
H -5.584 0.710 1.845 0.1 -0.3 0.3

=====

2.
93
Properties=species:S:1:pos:R:3:forces:R:3 method="wB97M-V/def2-TZVPD" spin_multiplicity=4 relative_energy_kcal_mol=14.0 e_tot_ev=-164220.8260 s2=3.78 mol_weight_g_mol=711.54 total_charge=+2 e_homo_ev="-13.901 / -13.882"
C -0.947 -2.520 -3.359 0.3 0.1 -0.1
C 0.077 -2.536 -2.392 0.2 0.3 -0.9
C 1.355 -2.977 -2.795 -0.3 0.3 -0.2
C 1.578 -3.234 -4.156 -0.5 0.0 0.6
N 0.616 -3.122 -5.073 0.1 0.1 -0.1
C -0.622 -2.802 -4.694 0.2 -0.1 0.7
C -0.179 -2.045 -1.044 -1.6 -2.1 3.1
C -0.639 -2.251 0.157 1.1 -0.3 -3.9
C -0.964 -3.119 1.251 -0.2 0.0 1.0
C -1.152 -2.585 2.542 0.1 -0.1 -0.2
C -1.320 -3.425 3.633 0.0 0.3 -0.3
C -1.367 -4.796 3.410 -0.1 -0.6 0.2
C -1.246 -5.358 2.131 0.0 0.6 0.1
C -1.023 -4.512 1.053 0.2 0.1 -0.1
V -0.089 -0.265 0.157 0.9 -2.4 -0.1
P 0.645 0.977 -1.636 0.7 1.4 -1.7
H 2.164 -3.102 -2.077 -0.1 0.1 -0.1
H -1.970 -2.271 -3.085 0.2 0.1 0.0
H 2.576 -3.521 -4.500 -0.4 0.0 0.0
H -1.391 -2.749 -5.468 0.3 -0.1 0.2
H -0.878 -4.905 0.045 -0.1 0.0 0.3
H -1.167 -1.499 2.681 0.0 -0.4 0.0
H -1.313 -6.429 1.992 0.0 0.0 0.0
H -1.415 -3.021 4.637 -0.1 -0.1 -0.2
C 1.004 2.767 -1.369 -0.2 0.0 0.2
C 1.758 3.522 -2.458 0.1 0.3 -0.2
H 1.571 2.833 -0.429 -0.2 0.0 -0.2
H 0.029 3.236 -1.166 0.2 -0.1 -0.1
H 1.905 4.557 -2.121 0.0 -0.2 -0.1
H 2.750 3.098 -2.652 -0.2 0.1 0.1
H 1.206 3.570 -3.402 0.2 0.0 0.3
C 2.156 0.334 -2.480 0.0 -0.3 0.3
C 2.230 0.522 -3.993 0.2 0.0 -0.3
H 2.207 -0.740 -2.242 0.1 0.3 -0.1
H 3.023 0.799 -1.991 -0.3 0.0 -0.1
H 3.181 0.103 -4.349 -0.3 0.1 0.0
H 1.425 -0.010 -4.517 0.2 0.1 0.1
H 2.211 1.579 -4.286 0.0 -0.4 0.1
C -0.708 0.893 -2.876 -0.2 -0.1 0.1
C -0.796 2.014 -3.906 -0.2 0.1 -0.4
H -1.644 0.866 -2.299 0.2 0.0 -0.1
H -0.625 -0.087 -3.365 0.0 0.3 0.1
H -1.666 1.831 -4.550 0.2 0.1 0.1
H -0.936 2.996 -3.439 0.0 -0.2 -0.1
H 0.081 2.056 -4.560 -0.2 0.0 0.2
Br -1.626 -5.939 4.906 0.1 0.3 -0.4
P 1.911 -0.287 1.341 2.0 0.2 0.8
C 3.344 0.672 0.693 -0.2 0.1 -0.2
C 4.376 1.155 1.702 0.4 0.1 0.1
H 2.921 1.534 0.158 0.2 -0.2 0.2
H 3.822 0.045 -0.072 -0.1 0.1 0.1
H 5.110 1.780 1.178 -0.1 -0.1 0.2
H 3.931 1.762 2.496 0.1 -0.1 -0.1
H 4.931 0.329 2.162 -0.2 0.2 -0.1
C 1.556 0.355 3.025 -0.3 0.1 -0.1
C 2.386 -0.233 4.161 0.2 0.0 0.4
H 0.487 0.166 3.207 0.2 0.1 0.1
H 1.659 1.450 2.985 0.0 -0.2 -0.1
H 2.052 0.207 5.109 0.1 -0.1 -0.2
H 2.262 -1.318 4.243 0.0 0.2 0.0
H 3.455 -0.013 4.063 -0.3 0.0 0.0
C 2.536 -2.015 1.522 -0.3 -0.1 -0.1
C 4.011 -2.188 1.878 0.2 -0.1 0.2
H 2.327 -2.518 0.566 0.0 0.1 0.2
H 1.893 -2.513 2.263 0.1 0.1 -0.2
H 4.235 -3.261 1.924 0.0 0.2 0.0
H 4.672 -1.749 1.124 -0.1 -0.1 0.1
H 4.263 -1.762 2.855 -0.1 -0.1 -0.3
C -4.498 0.148 -0.641 -0.5 -0.3 0.1
C -3.832 1.456 -0.960 -0.1 0.3 -0.1
O -2.587 1.727 -0.246 1.3 -1.2 0.6
P -1.816 0.876 0.950 -6.5 4.9 2.5
O -3.091 0.227 1.771 2.1 0.0 -0.6
C -3.961 0.980 2.711 0.4 -0.3 0.4
C -4.730 2.115 2.094 -0.2 0.3 -0.2
O -1.533 2.087 2.043 0.2 -1.5 -1.1
C -0.694 3.227 1.775 0.4 -0.1 0.0
C -1.465 4.362 1.141 0.0 0.2 0.0
H -3.872 -0.713 -0.906 0.0 0.1 0.1
H -5.425 0.083 -1.230 0.3 0.0 0.1
H -4.765 0.084 0.418 0.0 -0.2 -0.6
H -3.593 1.513 -2.030 0.0 0.1 0.3
H -4.486 2.301 -0.712 0.1 -0.2 -0.1
H -4.648 0.221 3.113 0.3 0.1 -0.2
H -3.329 1.331 3.534 -0.1 -0.1 -0.3
H -5.580 1.751 1.507 0.1 0.2 0.0
H -5.132 2.718 2.914 0.0 -0.1 -0.1
H -4.108 2.771 1.473 -0.1 -0.2 0.3
H -0.275 3.502 2.749 -0.1 0.1 -0.2
H 0.145 2.913 1.131 -0.2 0.1 0.2
H -2.255 4.741 1.801 0.1 -0.2 -0.1
H -0.773 5.191 0.969 -0.1 0.0 0.0
H -1.900 4.059 0.183 0.1 0.1 0.2